(1)
A molecular structure, C12H22Cl8MgO4 in a non-equilibrium geometry. Source: the Open Molecules 2025 dataset; level of theory: ωB97M-V with the def2-TZVPD basis set.

Geometry as XYZ:
```
47
C12H22Cl8MgO4 (ωB97M-V with the def2-TZVPD basis set)
Mg -1.30192 -2.51993 -2.27450
C -2.48385 -5.27810 0.37610
C -2.36394 -5.33948 -1.11069
O -2.46217 -6.43428 -1.79112
O -2.04940 -4.34127 -1.78423
H -2.27278 -6.21105 0.89873
H -3.50844 -4.94478 0.54106
H -1.87830 -4.50330 0.84629
C 0.30650 0.01295 0.30238
C -0.33977 -0.96168 -0.67031
O -0.69804 -0.71400 -1.80704
O -0.51202 -2.10955 -0.32288
H 0.06782 1.04705 0.05388
H 1.38038 -0.17348 0.31276
H 0.11114 -0.33588 1.31642
Cl 1.92932 5.08278 -0.57793
C 3.13546 4.54670 0.55035
C 2.62240 3.30762 1.30343
Cl 0.91969 3.45353 2.00256
H 3.41106 5.37728 1.20019
H 4.07247 4.45033 0.00187
H 3.26710 2.89425 2.07905
H 2.38194 2.53932 0.56859
Cl -0.73129 -3.29301 4.56436
C -1.18908 -1.87606 3.56719
C -0.32954 -0.63670 3.94955
Cl 1.39628 -0.81926 3.85435
H -2.24650 -1.75847 3.80413
H -1.02700 -2.08669 2.51008
H -0.42249 -0.51542 5.02878
H -0.62185 0.26522 3.41179
Cl 4.25948 1.39475 -1.51057
C 3.18237 0.50845 -2.63873
C 3.04473 -0.99760 -2.38234
Cl 4.68600 -1.67398 -2.60868
H 3.55293 0.78888 -3.62470
H 2.24139 1.04613 -2.52237
H 2.34727 -1.48204 -3.06570
H 2.66031 -1.09610 -1.36715
Cl -2.99882 2.35921 0.49165
C -2.82178 2.30875 -1.30191
C -3.29928 3.52746 -1.99236
Cl -2.83163 3.53307 -3.70182
H -3.41189 1.43639 -1.58276
H -1.74329 2.21258 -1.42726
H -3.04586 4.50122 -1.57324
H -4.38496 3.50831 -1.89730
```

Calculated values
Total energy: -126616.9155 eV
Highest occupied orbital energy: -8.45 eV
Gap between HOMO and LUMO: 6.5753 eV
Net charge: 0
Energy relative to the best compared isomer or geometry (same formula, charge and spin): 253.29 kJ/mol

These are the Mulliken partial charges, in e, on atoms 1 to 6: Mg 0.96; C -0.62; C 0.57; O -0.67; O -0.42; H 0.29

***

(2)
A molecular structure, C12H22ClN2O3RhV in a non-equilibrium geometry. Source: the Open Molecules 2025 dataset; level of theory: ωB97M-V with the def2-TZVPD basis set.

Geometry as XYZ:
```
42
C12H22ClN2O3RhV (ωB97M-V with the def2-TZVPD basis set)
Rh 0.15354 -0.83619 -0.05196
Cl 0.26291 0.69628 -1.90735
C -1.71540 -1.13353 0.06837
H -1.80811 -1.87191 0.88234
H -2.10643 -1.52408 -0.88496
H -2.19278 -0.18473 0.36553
V 0.56698 0.30348 -3.99756
C -0.94552 0.92565 -5.07484
C 2.10154 1.36956 -4.58969
C 0.87507 -1.39332 -4.38236
H 2.93654 1.17986 -3.89143
H 2.41553 1.10730 -5.61554
H 1.84308 2.44650 -4.55224
H -1.84412 0.40851 -4.68820
H -1.06613 2.01606 -4.93360
H -0.83661 0.71003 -6.15448
H 0.06485 -1.98461 -4.85367
H 1.91927 -1.72842 -4.54323
C -1.41767 -0.70436 5.49696
C 0.01820 -1.11600 5.22779
C 0.85544 -0.12925 4.35627
C 1.12478 1.22390 5.09646
C -0.04882 2.16375 5.30666
C 2.24767 -0.77073 4.18453
O 2.95373 -1.08812 5.12200
N 2.71057 -0.94817 2.88527
C 1.95136 -1.01834 1.74895
O 2.35264 -1.27564 0.58887
N 0.66023 -0.68569 1.92092
C 0.18584 0.07627 2.98126
O -0.72964 0.86395 2.77078
H -1.50893 -0.09381 6.40571
H -2.01978 -1.60242 5.65147
H -1.83451 -0.15280 4.64959
H 0.55136 -1.24579 6.18008
H 0.02646 -2.09392 4.70980
H 1.56143 0.98295 6.07717
H 1.89893 1.77572 4.52721
H -0.78459 1.77308 6.02492
H 0.31340 3.12402 5.69070
H -0.55330 2.34020 4.35346
H 3.66198 -1.27896 2.78428
```

Calculated values
Total energy: -63135.6668 eV
Expectation value of S²: 12.0238
Highest occupied orbital energy (spin up / spin down): -3.04 / -4.52 eV
Multiplicity: 7
Gap between HOMO and LUMO (spin up / spin down): 5.6713 / 5.5084 eV
Net charge: -1

These are the Mulliken partial charges, in e, on atoms 1 to 6: Rh 0.21; Cl -0.33; C -1.10; H 0.27; H 0.31; H 0.25

***

(3)
C12H22N2O in the gas phase in a non-equilibrium geometry. Source: the Open Molecules 2025 dataset; level of theory: ωB97M-V with the def2-TZVPD basis set.

Geometry as XYZ:
```
37
C12H22N2O (ωB97M-V with the def2-TZVPD basis set)
C 1.59590 -4.32870 -1.66759
C 1.62206 -3.01828 -0.91982
O 2.27257 -2.91952 0.16320
N 0.89409 -1.95925 -1.34948
C 0.88616 -0.52754 -0.97397
C 0.96578 0.16523 -2.29169
C 0.71345 1.71649 -2.26093
C -0.33726 2.13746 -1.30309
C -0.20377 1.42420 0.01398
C -1.34181 1.90163 0.88731
N -1.14059 1.43557 2.31587
C -1.86516 2.08350 3.43163
C -1.06780 -0.02401 2.46505
C -0.03147 -0.57399 1.53189
C -0.25355 -0.09686 -0.00327
H 1.58629 -5.16921 -0.92801
H 0.67753 -4.42321 -2.18569
H 2.36331 -4.40591 -2.36331
H 0.50036 -2.06561 -2.26627
H 1.84461 -0.26216 -0.46906
H 1.87813 -0.10876 -2.70504
H 0.20317 -0.18954 -2.83609
H 1.68591 2.22737 -1.91734
H 0.56742 2.11946 -3.29813
H -0.28527 3.27916 -1.19726
H -1.27668 1.88481 -1.83030
H 0.73284 1.67109 0.45311
H -1.26122 2.91812 0.82279
H -2.28475 1.42943 0.47517
H -1.42989 2.01619 4.38582
H -2.82229 1.54056 3.43820
H -2.03556 3.16087 3.34087
H -0.83010 -0.38347 3.39263
H -2.09537 -0.35702 2.28479
H -0.01519 -1.65417 1.76768
H 0.85918 -0.26098 1.96548
H -1.27102 -0.38295 -0.36916
```

Calculated values
Total energy: -17827.4070 eV
Highest occupied orbital energy: -7.90 eV
Gap between HOMO and LUMO: 8.6826 eV
Net charge: 0
SMILES: CC(=O)N[C@H]1CCC[C@H]2CN(C)CC[C@@H]21
Energy relative to the best compared isomer or geometry (same formula, charge and spin): 165.53 kJ/mol

These are the Mulliken partial charges, in e, on atoms 1 to 6: C -1.15; C 0.73; O -0.66; N -0.18; C 0.35; C -1.62

***

(4)
C12H22N2O2 in the gas phase. Source: the Open Molecules 2025 dataset; level of theory: ωB97M-V with the def2-TZVPD basis set.

Geometry as XYZ:
```
38
C12H22N2O2 (ωB97M-V with the def2-TZVPD basis set)
C -3.53052 -1.68783 -0.40754
O -2.42185 -0.87940 -0.70086
C -1.21379 -1.57729 -0.90120
C -0.60322 -2.16758 0.37364
C -0.27387 -1.05538 1.37215
N 0.74066 -0.16965 0.84248
C 2.10464 -0.64207 0.98703
C 2.78962 -0.82085 -0.37412
C 2.82445 0.47614 -1.17847
N 3.51259 1.52455 -0.43675
C 0.55097 1.22724 1.20954
C -0.65066 1.78759 0.52221
C -0.82185 2.28967 -0.73416
C -2.19197 2.62544 -0.84865
C -2.75246 2.30253 0.34566
O -1.83027 1.79837 1.18059
H -3.65197 -2.48210 -1.15583
H -4.40081 -1.03393 -0.43257
H -3.46060 -2.14784 0.58497
H -0.52552 -0.82908 -1.30050
H -1.36204 -2.37459 -1.64706
H -1.29399 -2.87649 0.83392
H 0.30329 -2.70867 0.10082
H 0.02889 -1.50190 2.33613
H -1.18339 -0.47721 1.54047
H 2.69622 0.06336 1.58035
H 2.11310 -1.60600 1.50770
H 3.80910 -1.17819 -0.20766
H 2.25362 -1.57034 -0.95744
H 1.79824 0.80843 -1.34650
H 3.28602 0.27194 -2.16056
H 3.52357 2.38476 -0.97414
H 4.47703 1.25493 -0.26783
H 0.42835 1.35498 2.29980
H 1.43665 1.77612 0.88509
H -0.06670 2.41217 -1.48340
H -2.68536 3.04568 -1.70102
H -3.75615 2.38249 0.71370
```

Calculated values
Total energy: -19874.6557 eV
Highest occupied orbital energy: -8.03 eV
Gap between HOMO and LUMO: 9.0429 eV
Net charge: 0
SMILES: COCCCN(CCCN)Cc1ccco1
Energy relative to the best compared isomer or geometry (same formula, charge and spin): 255.81 kJ/mol

These are the Mulliken partial charges, in e, on atoms 1 to 6: C -0.81; O -0.19; C -0.58; C -0.71; C -0.99; N 0.75

***

> net charge of number 3 (C12H22N2O)?

0

***

> Which formula does entry 3 have?

C12H22N2O